5 unconnected molecules or ions with the total composition C38H43F5NO20S in a non-equilibrium geometry. Source: OMol25; level of theory: ωB97M-V/def2-TZVPD.

Last columns: bonded neighbours and bond lengths (Å).
Geometry (Å):
1 C 2.4064 2.6303 -0.3237  O2 1.426, H26 1.109, H27 1.105, H28 1.104
2 O 2.6922 1.4561 0.4333  C1 1.426, C3 1.425
3 C 1.5857 1.1800 1.2880  O2 1.425, C4 1.576, H29 1.115, H30 1.105
4 C 1.3013 -0.3612 1.4508  C3 1.576, C5 1.551, H31 1.103, H32 1.109
5 C 2.3194 -1.2759 0.7202  C4 1.551, C6 1.567, H33 1.103, H34 1.100
6 C 2.1800 -1.3335 -0.8391  C5 1.567, C7 1.539, H35 1.102, H36 1.109
7 C 0.8868 -0.7139 -1.3970  C6 1.539, C8 1.558, H37 1.102, H38 1.109
8 C -0.3330 -1.6761 -1.2799  C7 1.558, C9 1.580, H39 1.103, H40 1.100
9 C -1.6825 -0.8871 -1.5115  C8 1.580, C10 1.539, H41 1.103, H42 1.106
10 C -2.6112 -1.2816 -0.3495  C9 1.539, N11 1.539, H43 1.100, H44 1.098
11 N -3.9652 -0.5515 -0.3787  C10 1.539, C12 1.509, C19 1.495, H45 1.026
12 C -3.7364 0.8105 0.2287  N11 1.509, C13 1.546, H46 1.103, H47 1.101
13 C -4.5674 1.9659 -0.3761  C12 1.546, C14 1.550, H48 1.100, H49 1.106
14 C -4.5124 2.0798 -1.9209  C13 1.550, S15 1.814, H50 1.099, H51 1.105
15 S -2.8840 2.6071 -2.5204  C14 1.814, O16 1.433, O17 1.434, O18 1.603
16 O -1.9773 2.8333 -1.4343  S15 1.433
17 O -2.4259 1.6233 -3.4584  S15 1.434
18 O -3.0691 3.9826 -3.3228  S15 1.603, H52 0.978
19 C -4.9329 -1.4127 0.3681  N11 1.495, F20 1.329, F21 1.343, C22 1.565
20 F -4.3593 -1.8245 1.4945  C19 1.329
21 F -5.2121 -2.4464 -0.4424  C19 1.343
22 C -6.3055 -0.7327 0.6878  C19 1.565, F23 1.342, F24 1.328, F25 1.343
23 F -7.1429 -1.7271 1.0222  C22 1.342
24 F -6.2658 0.1018 1.7202  C22 1.328
25 F -6.8339 -0.1647 -0.4090  C22 1.343
26 H 1.9170 2.3675 -1.2830  C1 1.109
27 H 3.3578 3.1614 -0.5096  C1 1.105
28 H 1.7599 3.3429 0.2188  C1 1.104
29 H 0.6743 1.5858 0.7900  C3 1.115
30 H 1.6449 1.6960 2.2635  C3 1.105
31 H 0.2454 -0.5978 1.2374  C4 1.103
32 H 1.4422 -0.5572 2.5334  C4 1.109
33 H 2.2356 -2.2844 1.1601  C5 1.103
34 H 3.3277 -0.9251 0.9872  C5 1.100
35 H 3.0894 -0.9191 -1.3046  C6 1.102
36 H 2.1785 -2.4069 -1.1161  C6 1.109
37 H 0.6549 0.2947 -1.0194  C7 1.102
38 H 1.0407 -0.5910 -2.4888  C7 1.109
39 H -0.2832 -2.4076 -2.1034  C8 1.103
40 H -0.3974 -2.1593 -0.2936  C8 1.100
41 H -2.1151 -1.0732 -2.5091  C9 1.103
42 H -1.4345 0.1901 -1.4918  C9 1.106
43 H -2.1143 -0.9820 0.5846  C10 1.100
44 H -2.7185 -2.3748 -0.3460  C10 1.098
45 H -4.2564 -0.5466 -1.3621  N11 1.026
46 H -3.9063 0.7150 1.3141  C12 1.103
47 H -2.6762 1.0909 0.1255  C12 1.101
48 H -5.6170 1.9929 -0.0494  C13 1.100
49 H -4.1130 2.8952 0.0144  C13 1.106
50 H -4.7813 1.1644 -2.4674  C14 1.099
51 H -5.2311 2.8656 -2.2150  C14 1.105
52 H -2.3392 4.0273 -3.9725  O18 0.978
53 C -3.9806 6.5474 -5.5062  C54 1.336, C59 1.458, H63 1.080
54 C -2.9393 6.8134 -6.2991  C53 1.336, C55 1.499, O62 1.339
55 C -2.9117 8.0252 -7.1803  C54 1.499, O56 1.216, C57 1.458
56 O -1.9291 8.2271 -7.8673  C55 1.216
57 C -4.0749 8.9044 -7.1723  C55 1.458, C58 1.340, H64 1.081
58 C -5.1210 8.6358 -6.3796  C57 1.340, C59 1.499, O61 1.334
59 C -5.1350 7.4377 -5.4787  C53 1.458, C58 1.499, O60 1.217
60 O -6.1002 7.2454 -4.7630  C59 1.217
61 O -6.2022 9.4169 -6.3485  C58 1.334, H65 0.976
62 O -1.8667 6.0141 -6.3476  C54 1.339, H66 0.978
63 H -4.0087 5.6770 -4.8667  C53 1.080
64 H -4.0516 9.7659 -7.8246  C57 1.081
65 H -6.8073 9.0094 -5.7001  O61 0.976
66 H -1.2584 6.4265 -6.9923  O62 0.978
67 C 2.8933 -5.9662 2.3064  C68 1.338, C73 1.455, H77 1.082
68 C 2.8022 -6.7237 3.4056  C67 1.338, C69 1.500, O76 1.334
69 C 3.6928 -6.4960 4.5908  C68 1.500, O70 1.216, C71 1.458
70 O 3.5551 -7.2013 5.5715  C69 1.216
71 C 4.6886 -5.4342 4.5066  C69 1.458, C72 1.338, H78 1.081
72 C 4.7788 -4.6788 3.4054  C71 1.338, C73 1.498, O75 1.336
73 C 3.8711 -4.8910 2.2331  C67 1.455, C72 1.498, O74 1.219
74 O 3.9793 -4.1622 1.2619  C73 1.219
75 O 5.6783 -3.6980 3.2913  C72 1.336, H79 0.976
76 O 1.9176 -7.7170 3.5090  C68 1.334, H80 0.977
77 H 2.2554 -6.1184 1.4458  C67 1.082
78 H 5.3360 -5.2899 5.3601  C71 1.081
79 H 5.5356 -3.3087 2.4075  O75 0.976
80 H 2.0561 -8.1032 4.3962  O76 0.977
81 C -2.1731 -4.2646 2.3284  C82 1.338, C87 1.459, H91 1.082
82 C -0.8629 -4.0107 2.4242  C81 1.338, C83 1.500, O90 1.336
83 C -0.1838 -3.8729 3.7546  C82 1.500, O84 1.216, C85 1.456
84 O 1.0131 -3.6584 3.7791  C83 1.216
85 C -0.9973 -3.9974 4.9562  C83 1.456, C86 1.340, H92 1.081
86 C -2.3106 -4.2485 4.8618  C85 1.340, C87 1.500, O89 1.333
87 C -2.9846 -4.4121 3.5322  C81 1.459, C86 1.500, O88 1.216
88 O -4.1758 -4.6556 3.4981  C87 1.216
89 O -3.0851 -4.3659 5.9399  C86 1.333, H93 0.976
90 O -0.0899 -3.8673 1.3439  C82 1.336, H94 0.979
91 H -2.6735 -4.3692 1.3750  C81 1.082
92 H -0.4996 -3.8790 5.9087  C85 1.081
93 H -3.9844 -4.5476 5.6057  O89 0.976
94 H 0.8127 -3.6935 1.6820  O90 0.979
95 C 8.2392 0.2857 0.1327  C96 1.340, C101 1.456, H105 1.081
96 C 8.8044 1.0357 1.0879  C95 1.340, C97 1.500, O104 1.333
97 C 7.9794 1.8684 2.0244  C96 1.500, O98 1.216, C99 1.458
98 O 8.5420 2.5164 2.8861  C97 1.216
99 C 6.5313 1.8637 1.8519  C97 1.458, C100 1.338, H106 1.081
100 C 5.9676 1.1169 0.8950  C99 1.338, C101 1.499, O103 1.343
101 C 6.7913 0.2644 -0.0227  C95 1.456, C100 1.499, O102 1.219
102 O 6.2234 -0.4104 -0.8641  C101 1.219
103 O 4.6383 1.0890 0.7045  C100 1.343, H107 0.975
104 O 10.1257 1.0827 1.2595  C96 1.333, H108 0.977
105 H 8.8229 -0.3201 -0.5464  C95 1.081
106 H 5.9484 2.4810 2.5215  C99 1.081
107 H 4.5129 0.4745 -0.0418  O103 0.975
108 H 10.2747 1.6905 2.0095  O104 0.977

As for the HOMO-LUMO gap: 0.2631 Eh. For the LUMO energy, the calculation gives -3.74 eV. The total energy is -3930.5344 Ha. As for the total charge: +1.